Molecular formula: C7H11FN
Method: DFT, the ωB97M-V functional and the def2-TZVPD basis

```
20
Properties=species:S:1:pos:R:3:forces:R:3
H 2.3675 3.2852 2.9037 -0.3 0.0 -0.4
F 3.6547 2.7740 0.7134 -0.5 0.0 0.0
C 2.1273 -0.2757 1.3091 0.9 -0.4 0.0
H 2.7003 0.2418 2.0968 -0.5 -0.1 -0.4
C 0.1866 2.9931 -0.3093 -0.2 0.0 -0.3
C 1.7337 3.2071 2.0105 0.2 0.0 0.3
H 2.5814 -0.0407 0.3317 -0.4 0.0 0.4
C 1.5693 2.8247 -0.3859 0.2 -0.1 -0.3
N 0.6958 0.1605 1.3357 -0.3 -0.4 0.1
C 0.3499 3.3728 2.0704 -0.1 0.1 0.3
H 2.0766 2.6088 -1.3355 -0.3 0.2 0.5
H -0.1267 3.5879 3.0359 0.2 -0.1 -0.5
H -0.4188 2.9087 -1.2214 0.3 0.1 0.4
H 0.2631 -0.0591 2.2556 0.3 0.2 -0.7
C 2.3140 2.9359 0.7796 0.3 0.2 0.0
C -0.4244 3.2666 0.9147 -0.4 0.0 0.0
H -1.5132 3.3981 0.9684 0.6 0.0 0.0
H 0.6223 1.1856 1.1766 -0.1 -0.4 0.1
H 0.1512 -0.3250 0.5945 0.3 0.4 0.6
H 2.1997 -1.3632 1.4783 -0.2 0.5 -0.1
```
Forces are in eV/Å.

Properties
Strongest force on any atom (eV Å⁻¹): 1.0
Orbital gap (hartree): 0.367
Electronic energy (eV): -11638.5088
Highest occupied orbital energy (eV): -13.464
Net charge: +1


Molecular formula: C25H22N3O11PS
Method: DFT, the ωB97M-V functional and the def2-TZVPD basis

```
63
Properties=species:S:1:pos:R:3:forces:R:3
H 0.3032 6.3837 -4.8899 -0.1 0.0 -0.1
H -3.2286 3.2856 -3.1639 0.0 -0.1 0.1
C -2.3267 -1.8205 0.5207 0.1 -2.0 0.6
H -1.5178 -4.5064 0.1245 0.0 0.2 -1.0
P -0.1439 -1.5147 3.0464 0.2 1.9 1.2
H -3.4399 1.2644 -6.9224 0.0 0.0 0.0
O 5.3919 -1.3145 10.1407 0.0 -0.1 0.2
O 2.3439 -2.7372 1.0180 -0.7 0.9 -0.4
C -0.1287 -2.2655 -0.9312 -0.6 0.7 0.1
H 2.1126 -1.4183 5.5456 0.2 0.0 0.3
C 2.5032 -1.7954 6.4831 0.0 0.0 0.0
H -2.8212 -1.6784 -0.4357 0.3 -0.1 0.4
N -0.8292 4.8076 -6.7307 0.0 0.0 0.0
C 2.0217 -2.9900 7.0009 0.0 0.0 0.0
O -3.2050 2.1406 -1.0318 0.0 0.2 0.1
C 0.5047 4.6483 -6.1375 0.2 0.0 0.1
C -3.2937 2.3689 -3.7307 0.0 0.2 0.0
H 3.8812 -3.1692 9.8207 0.1 0.1 0.0
C -0.8624 -1.9712 0.3622 -0.7 0.5 -0.5
C 3.9571 -1.5932 8.3653 -0.2 -0.1 -0.1
C -2.4769 -4.3314 0.5798 -0.1 -0.4 0.1
H -3.2961 3.3592 -5.6275 0.0 0.0 0.0
H -3.1479 -5.1741 0.6036 0.2 -0.5 0.9
C 1.2983 3.5904 -6.5406 0.1 -0.2 -0.1
C -2.8651 -3.1559 1.0509 0.3 0.5 0.1
C -3.4157 1.2286 -5.8416 0.0 0.0 0.0
O -3.2696 -0.0034 -1.0925 -0.3 0.9 -0.5
O 1.1529 -1.7365 -0.6891 0.9 -1.8 -0.7
C 3.4939 -2.7861 8.8888 0.0 -0.2 0.2
C 1.3664 -2.1698 0.6133 0.2 0.3 0.9
H -3.4575 -0.9946 -3.2942 0.0 0.1 0.1
O 1.3236 -1.7637 3.6752 -0.9 -0.8 -1.0
H 3.1975 2.6364 -6.3022 0.0 0.0 0.0
C 0.0589 -1.8809 1.3110 1.0 -0.8 0.1
S -0.6708 0.2961 3.3630 -0.1 -0.3 -0.1
O -1.4940 5.7588 -6.3798 -0.1 0.1 0.1
O -0.4610 -2.8420 -1.9161 0.2 0.7 0.5
H 2.5546 6.1319 -3.9185 0.0 0.0 0.0
C -3.3338 1.1412 -3.0949 0.0 0.0 -0.3
N 4.9775 -0.8371 9.1058 0.0 0.0 0.0
H -3.5634 -3.1179 1.8733 -1.0 0.2 -0.5
H 2.1411 -4.4171 8.5998 0.0 0.0 0.0
H 0.9444 2.8794 -7.2716 -0.1 0.1 0.0
H -3.5315 -0.9120 -5.7549 0.0 0.0 0.0
C -3.4648 0.0051 -5.1868 0.0 0.1 0.0
H 3.8535 -0.1580 6.7727 0.1 0.0 0.1
H 1.2541 -3.5364 6.4674 0.0 0.0 0.0
C 0.9367 5.5655 -5.1976 0.0 0.2 0.1
H 1.6915 -2.5233 3.1938 0.7 -0.1 0.2
O 5.3438 0.2202 8.6400 0.0 0.2 -0.1
C 3.4785 -1.0891 7.1702 0.0 0.1 -0.2
H 4.0060 4.2649 -4.6306 0.0 0.0 0.0
H -1.2107 -3.3296 3.0484 -0.4 -0.4 0.2
N -3.2669 1.0961 -1.6307 0.0 -0.2 -0.1
O -1.1407 -2.5991 3.6838 0.5 -0.2 -0.8
H -2.5782 -1.0428 1.2269 0.1 0.5 -0.1
C 3.0156 4.3706 -5.0528 0.0 0.0 0.0
C 2.2017 5.4218 -4.6530 0.1 -0.1 -0.1
C -3.3334 2.4080 -5.1139 0.0 0.0 -0.1
C -3.4231 -0.0433 -3.8037 0.0 -0.2 0.0
C 2.5177 -3.4858 8.1999 0.0 0.1 -0.1
C 2.5631 3.4551 -5.9933 0.0 0.1 0.1
O -1.1924 3.9759 -7.5359 -0.1 -0.2 -0.1
```
Forces are in eV/Å.

Properties
SMILES: C=CCC1=C(P(O)(O)=S)C(=O)OC1=O.O=[N+]([O-])c1ccccc1.O=[N+]([O-])c1ccccc1.O=[N+]([O-])c1ccccc1
Strongest force on any atom (eV Å⁻¹): 2.3
Orbital gap (hartree): 0.298
Electronic energy (eV): -73390.6014
Highest occupied orbital energy (eV): -9.388
Net charge: 0


Molecular formula: C6H12O
Method: DFT, the ωB97M-V functional and the def2-TZVPD basis

```
19
Properties=species:S:1:pos:R:3:forces:R:3
H -2.0891 -2.3951 -1.9691 -0.2 0.0 0.0
H 0.7313 0.9257 3.1257 -0.1 0.0 -0.1
C 0.8644 0.4788 -1.6155 0.2 0.0 -0.2
C 0.1559 0.9655 2.1958 0.0 0.0 0.1
H 0.5102 0.9411 -2.5348 0.0 -0.1 0.2
C 1.0696 1.0345 0.9729 0.1 0.1 0.0
C -0.0176 -0.3473 -0.7899 0.4 -0.3 0.3
H 1.7019 1.9283 1.0098 -0.1 0.0 0.0
C 0.2595 1.0013 -0.3036 0.0 0.1 0.1
H 0.0752 -2.4456 -0.9279 0.0 0.1 0.1
H -1.9710 -1.0165 -1.3664 -0.4 -0.3 0.0
O -2.5507 -1.7941 -1.3730 -0.6 0.0 -0.5
H 1.7355 0.1609 0.9617 0.0 0.2 0.0
H -0.4738 1.8017 -0.4166 0.1 -0.2 0.0
H -0.4862 0.0773 2.1528 0.1 0.1 0.0
H -0.5017 1.8408 2.2440 0.1 -0.1 0.0
C -0.2129 -1.5765 -0.3417 0.3 0.2 0.0
H 1.9109 0.1856 -1.6293 0.0 0.2 0.0
H -0.7114 -1.7664 0.6051 0.1 0.0 -0.2
```
Forces are in eV/Å.

Properties
SMILES: C=C1C[C@@H]1CC.O
Strongest force on any atom (eV Å⁻¹): 0.7
Orbital gap (hartree): 0.382
Electronic energy (eV): -8461.8512
Highest occupied orbital energy (eV): -9.428
Net charge: 0


Molecular formula: C38H76F2IN8O7
Method: DFT, the ωB97M-V functional and the def2-TZVPD basis

```
132
Properties=species:S:1:pos:R:3:forces:R:3
H -0.4966 -8.9232 -7.3539 0.2 0.1 0.1
N 5.9567 10.7953 1.2793 0.5 -0.1 0.4
C 1.1428 1.4340 3.1040 0.2 0.9 -4.1
H -2.8109 0.3681 2.1980 1.1 -0.1 1.5
H 6.8143 8.6938 6.4325 0.2 0.1 -0.1
C -7.7428 -6.9604 -2.7371 0.5 0.1 -0.1
C 1.4509 -2.5429 0.1076 -0.7 -0.6 0.0
C 0.2592 0.6585 2.0573 2.6 2.5 -0.8
H 4.0332 1.2245 4.8527 1.4 -0.1 -0.9
H 1.5550 -1.6066 0.7767 0.1 -1.5 -1.0
H -0.8059 1.1284 -1.2632 0.6 -1.2 1.2
H -2.0357 1.0543 3.7942 -0.1 -1.3 -1.0
C -2.1582 0.1398 3.1235 0.1 -1.1 -1.0
C 5.4451 7.5112 3.1996 -0.3 -0.3 0.0
H -0.7839 -9.3951 -5.6714 -0.1 0.2 -0.1
H -1.5788 -3.4116 3.6911 0.2 -0.1 -0.1
H 7.1989 8.5615 4.7017 -0.1 -0.1 0.1
C -2.3282 -4.9011 5.0352 -0.6 -0.3 0.3
H 5.2597 8.5674 3.3887 0.3 -0.1 -0.1
C 5.8310 11.6665 0.1306 -0.4 -0.2 0.0
C -0.7236 -0.4484 2.6455 -0.2 0.4 1.2
O -2.2434 -3.3044 -3.5726 0.0 0.0 0.0
H -4.9411 -4.7955 -3.8595 0.0 -0.2 0.2
H -7.9020 -8.5678 -5.5070 -0.2 0.0 -0.1
H 8.9089 11.4486 2.7280 -0.2 -0.1 -0.1
C 2.8755 -3.2045 -0.2146 -0.3 0.2 1.4
C -3.8894 -5.0413 -3.6954 0.1 0.0 -0.1
C 7.0727 8.0038 5.6265 0.1 -0.1 0.3
H 3.2255 -3.7235 0.7571 -0.4 0.8 -1.5
H -6.4624 -7.0006 -4.2631 -0.1 -0.1 0.0
H -9.2619 -6.9850 -1.2406 0.2 0.0 -0.1
H -3.3123 -0.5868 -3.9447 0.1 -0.1 0.2
H -0.5324 -2.3856 -0.9286 1.7 0.2 -0.6
H 4.0645 4.1424 0.9269 -1.5 -0.5 -0.5
H 0.3954 -4.7454 6.7242 0.2 0.2 -0.1
N -2.1742 -6.7389 -7.1757 0.1 -0.4 0.3
C -8.3046 -7.6356 -5.1051 0.5 0.0 -0.2
H -3.4280 -5.2498 -4.6609 0.1 0.1 0.2
H -2.6766 -0.7367 3.6655 0.8 1.6 -0.6
H 4.8728 2.9185 2.3883 -0.6 0.2 1.7
H 5.2606 3.6387 4.0440 -1.3 -0.8 -0.7
N -4.8987 1.6660 -3.7681 0.0 -0.4 0.0
O -6.8794 -6.5749 -1.9578 -0.1 0.1 0.0
H -2.4386 -4.7482 2.9098 0.0 0.0 0.2
H 0.3724 -0.4484 -2.5939 0.4 0.2 1.9
C -5.2356 0.3447 -3.8123 -0.6 0.0 -0.2
H 3.1729 3.8964 -0.6718 -0.3 -0.1 1.6
H -8.3084 -6.8789 -5.8925 -0.2 -0.2 -0.1
C 8.1663 11.6260 1.9502 0.1 0.0 0.1
H 2.9686 6.1600 1.3153 -1.1 -1.1 -0.7
H -2.9462 1.5081 -2.9746 -0.2 0.0 -0.1
H 2.8263 -4.0180 -1.0102 0.1 1.4 0.9
C 4.5502 2.9324 3.4973 0.7 -0.4 -0.1
C -3.6608 2.2566 -3.3125 -0.4 0.3 -0.2
H 0.0558 -7.8732 -6.0105 0.1 -0.1 -0.2
H -1.5600 -6.1628 -9.0653 0.3 0.1 -0.1
H 8.0082 7.4977 5.8750 0.1 0.2 0.0
C 5.2394 6.7162 4.4631 0.1 -0.1 0.5
N -1.5915 -4.6551 6.1560 -0.2 0.0 -0.4
H 0.8094 -3.2790 0.7281 1.2 1.1 -1.0
H -9.8406 -6.5487 -2.8564 -0.1 -0.2 0.0
C -4.2154 -0.6545 -3.3345 0.0 0.0 -0.1
H 2.8471 4.5088 3.5982 0.3 -1.6 0.0
F 1.0256 5.3625 1.3393 1.9 0.0 -1.1
C 0.5735 -2.1571 -1.1829 -0.6 0.5 0.7
H -0.2220 -0.8445 3.6099 -0.6 0.5 -1.7
H -3.0877 -6.3091 -7.1362 0.1 0.0 0.0
N -7.4320 -7.1836 -4.0436 -0.2 0.2 0.6
H 1.3932 2.3097 -0.8157 0.0 -0.1 0.7
I 6.8545 1.0432 4.6409 -1.0 0.2 -0.2
H 8.6257 11.4250 0.9802 0.0 0.2 0.0
N -3.6330 -3.4795 -1.8192 0.3 -0.3 -0.5
H 5.8335 6.4340 6.3397 0.0 0.1 -0.1
O -3.4227 -5.4364 5.1265 0.3 0.2 -0.1
H -2.0443 -4.9554 7.0080 0.1 0.0 -0.1
C -0.7306 -8.5481 -6.3553 0.1 -0.1 0.1
H -1.0119 -5.1203 -7.7312 0.2 0.0 -0.2
H 4.7443 7.1671 2.4368 0.0 -0.1 0.2
O -3.0039 -8.2010 -5.6919 0.2 0.1 -0.1
H -1.3100 -0.2803 -0.2047 1.6 0.7 -0.1
H -0.2313 -6.6944 -8.0089 -0.2 0.0 0.1
H -5.4529 -3.2379 -0.8654 -0.2 -0.2 0.1
C 6.9892 10.7124 2.1625 -0.2 -0.2 0.1
C -9.1638 -7.2038 -2.3039 -0.1 0.0 0.2
H -4.6195 -1.6613 -3.4273 0.0 0.3 0.0
C 4.7994 1.4172 4.0307 -1.6 0.8 -1.5
C 2.1345 2.8808 1.0913 -0.5 -1.5 1.9
C -0.2876 -4.0370 6.2502 -0.2 -0.2 0.5
H -3.8019 -5.9323 -3.0704 -0.2 0.0 -0.1
H -3.1170 -2.6980 -1.4411 -0.1 -0.1 0.0
C 0.6266 -0.5649 -1.4721 0.1 -1.3 -0.7
H 1.7116 -0.2296 -1.2812 -1.6 -0.3 -0.4
H 4.9374 12.2803 0.2612 0.1 0.1 -0.2
O 6.9412 9.9134 3.0923 0.2 0.6 -0.3
H -3.8875 2.9385 -2.4893 0.3 0.0 0.0
H -5.2069 -4.8667 -1.5397 0.1 0.1 0.0
N 1.3309 2.1015 0.1907 -0.3 -0.8 3.2
H 7.8459 12.6683 2.0085 0.1 0.0 -0.2
C 3.0041 3.3834 3.6734 0.0 -1.6 -0.5
H 0.1065 -3.7534 5.2761 -0.1 -0.1 0.1
C -0.3979 0.2952 -0.5683 1.0 1.4 -0.9
H 1.0768 1.1734 4.2169 0.1 0.5 -1.8
C -3.1869 -3.8821 -3.0417 0.3 0.2 0.1
H 5.7114 11.0458 -0.7599 0.0 0.2 -0.1
C 2.2992 5.4876 0.6685 0.3 0.6 0.2
H -9.3231 -7.8019 -4.7602 0.2 0.1 0.0
F -0.9214 -1.5924 1.8015 0.3 1.9 0.9
H 6.4607 7.3666 2.8278 0.0 0.3 0.0
H -3.2264 2.8249 -4.1382 0.3 0.0 0.2
C 0.4252 1.0391 0.5736 -0.4 -0.1 2.9
H -0.8043 -5.0209 3.5352 0.0 0.2 0.0
C -1.1752 -6.1543 -8.0432 -0.4 0.3 0.0
O 4.3912 5.8289 4.5495 -0.1 0.1 -0.1
N 6.0283 7.0062 5.5298 -0.5 -0.3 -0.6
H 0.8580 -2.7843 -2.1097 -0.4 1.2 1.5
H 2.6859 3.0070 4.7139 0.3 0.9 -1.5
C 3.0328 4.0447 0.4527 -1.1 0.4 0.2
C -2.0547 -7.8318 -6.3707 -0.5 0.1 0.2
C -4.7212 -4.0303 -1.0396 0.1 0.3 0.2
H -0.3732 -3.1477 6.8792 0.3 0.1 -0.1
C -1.7435 -4.4912 3.7092 0.0 0.0 -0.2
H -5.6293 2.2783 -4.1032 0.1 -0.1 0.0
H 2.1432 6.0482 -0.3217 0.0 -1.1 1.4
C 2.0952 2.5645 2.6191 -1.8 -1.3 -1.7
O -6.3332 0.0064 -4.2293 0.3 0.0 0.1
H 3.6332 -2.3776 -0.4205 -0.9 -1.3 -0.2
H -4.3208 -4.3652 -0.0802 -0.3 -0.1 0.0
H -3.9784 -0.4720 -2.2834 0.1 0.0 0.0
H -9.4310 -8.2497 -2.4685 -0.1 0.1 -0.1
H 4.5983 0.7379 3.1173 0.3 0.8 1.8
H 6.6971 12.3128 0.0056 -0.1 -0.1 0.1
H 5.2022 10.1549 1.4818 0.1 0.1 -0.1
```
Forces are in eV/Å.

Properties
Strongest force on any atom (eV Å⁻¹): 4.2
Orbital gap (hartree): 0.238
Electronic energy (eV): -80419.2165
Highest occupied orbital energy (eV): -10.505
Net charge: +1